No. 1
Density functional theory data (ωB97M-V/def2-TZVPD) for a structure of composition C27H62N3O8S3 in a non-equilibrium geometry.

Results
E ... -3026.586286 Ha

ORCA input file:
```
! wB97M-V def2-TZVPD RIJCOSX def2/J DEFGRID3
* xyz -1 1
C -1.5443 2.8813 0.1757
C -0.8630 3.7854 1.2484
C -1.1211 3.3290 2.7273
C -0.1006 2.2620 3.2469
C -0.4881 0.7851 2.8977
C -1.8483 0.3214 3.5195
C -2.9113 -0.1694 2.4755
C -2.4324 -1.3776 1.5993
C -1.8838 -0.9400 0.1991
C -1.9617 -2.1733 -0.7945
C -2.3940 -1.6126 -2.1999
C -1.1248 -0.9758 -2.8447
C -1.4329 -0.2131 -4.1895
C -0.1590 0.6507 -4.5283
C 1.0400 -0.2259 -5.0009
S 2.2755 -0.5505 -3.6803
O 1.7642 -0.2670 -2.3113
O 3.4185 0.3862 -3.9650
N 2.8513 -2.1162 -3.9247
S 2.6152 -3.0810 -2.5786
O 3.2532 -4.4008 -2.9031
O 1.1762 -3.3371 -2.2393
S 3.6367 -2.3501 -0.8879
H -2.6226 3.1268 0.0527
H -1.4877 1.8005 0.3985
H -1.0859 3.0620 -0.8237
H -1.3369 4.7932 1.1597
H 0.2187 3.9543 1.0557
H -0.9687 4.2405 3.3544
H -2.1808 3.0305 2.8728
H 0.8928 2.4544 2.7760
H 0.0563 2.3952 4.3387
H 0.3121 0.1373 3.3181
H -0.4329 0.6734 1.7992
H -1.6257 -0.5706 4.1554
H -2.2908 1.0684 4.2174
H -3.2863 0.6810 1.8645
H -3.8105 -0.5383 3.0596
H -1.7239 -2.0474 2.1315
H -3.3384 -1.9950 1.3979
H -0.8133 -0.6449 0.2167
H -2.4768 -0.0762 -0.1694
H -0.9254 -2.5615 -0.9025
H -2.6155 -2.9833 -0.4181
H -2.7501 -2.4192 -2.8746
H -3.1519 -0.8096 -2.0836
H -0.3424 -1.7284 -3.0695
H -0.6647 -0.2331 -2.1568
H -1.6561 -0.9611 -4.9763
H -2.3040 0.4494 -4.0070
H -0.4610 1.2870 -5.3947
H 0.1007 1.3179 -3.6851
H 0.6697 -1.2097 -5.3527
H 1.5811 0.2847 -5.8194
H 3.2069 -3.2335 0.0824
C -5.6551 -0.2215 8.8458
O -5.9224 -1.5993 8.6571
C -7.3070 -1.9309 8.6629
C -7.8025 -2.2756 7.2632
N -7.8556 -1.0976 6.4048
C -8.0208 -1.3878 4.9786
C -6.9716 -2.2626 4.2817
O -5.7004 -1.6541 4.1256
C -4.8843 -1.6787 5.2858
H -4.5919 -0.1147 9.0624
H -5.8725 0.3560 7.9426
H -6.2227 0.1849 9.6873
H -7.9123 -1.1423 9.1206
H -7.4069 -2.8228 9.2871
H -8.8038 -2.7128 7.3357
H -7.1269 -3.0405 6.8638
H -7.0025 -0.5681 6.5179
H -8.0363 -0.4225 4.4665
H -9.0081 -1.8389 4.8313
H -7.3326 -2.4400 3.2648
H -6.8717 -3.2532 4.7388
H -5.0161 -2.5934 5.8685
H -5.0827 -0.7977 5.9002
H -3.8413 -1.6191 4.9714
C 10.6281 2.6519 -5.8573
O 10.1123 2.0423 -4.6905
C 9.0868 2.7947 -4.0448
C 7.7162 2.1562 -4.2382
N 7.2526 2.2811 -5.6152
C 6.1004 1.4339 -5.9487
C 6.2403 -0.0832 -5.7704
O 7.1242 -0.7071 -6.6997
C 8.4978 -0.5902 -6.3893
H 11.5465 2.1294 -6.1287
H 9.9318 2.5636 -6.6962
H 10.8664 3.7057 -5.6868
H 9.0904 3.8421 -4.3640
H 9.3206 2.7782 -2.9769
H 6.9977 2.6435 -3.5720
H 7.8042 1.1081 -3.9319
H 8.0086 2.0409 -6.2408
H 5.8704 1.6239 -7.0011
H 5.2379 1.7779 -5.3707
H 5.2584 -0.5174 -5.9671
H 6.4890 -0.3713 -4.7446
H 8.6834 -0.6229 -5.3131
H 8.9107 0.3248 -6.8219
H 9.0217 -1.4283 -6.8539
*
```



No. 2
Density functional theory data (ωB97M-V/def2-TZVPD) for a structure of composition C27H63Fe2N9O13P in a non-equilibrium geometry.

Results
E ... -5406.211124 Ha

ORCA input file:
```
! wB97M-V def2-TZVPD RIJCOSX def2/J DEFGRID3
* xyz 1 9
Fe 0.0548 -2.0788 -0.7796
Fe -0.7259 1.6730 2.5097
P -0.3495 -0.0513 0.7754
O 0.6922 0.8894 1.4448
O -0.1710 -1.5330 1.0518
O -0.3532 -0.1681 -0.7486
O -1.6501 0.4760 1.4129
C 1.4551 4.0590 3.4207
O 0.6629 3.1125 3.2936
N 2.4102 4.4865 2.5612
C 3.2360 5.6802 2.9691
C 2.6498 3.9419 1.2743
H 1.4828 4.6070 4.3753
H 3.0795 6.5452 2.3246
H 4.2864 5.3960 3.0310
H 2.9478 6.0575 3.9503
H 2.0572 3.0307 1.1922
H 2.4388 4.5014 0.3630
H 3.7115 3.7502 1.1186
C -1.2312 -3.5960 3.4790
O -1.2897 -3.2596 4.6675
N -1.2347 -4.8491 3.0426
C -1.0997 -5.1759 1.5879
C -1.0615 -6.0793 3.8866
H -1.2157 -2.9118 2.6166
H -0.1519 -5.6771 1.3911
H -1.0029 -4.2446 1.0299
H -2.0195 -5.6606 1.2606
H -1.3386 -5.8911 4.9239
H -1.6065 -6.8653 3.3638
H -0.0448 -6.4652 3.8123
C -0.1355 -1.7659 -4.1136
O -0.1932 -2.0069 -2.8760
N 0.5616 -2.4287 -5.0029
C 0.5356 -2.1493 -6.4172
C 1.4339 -3.5362 -4.5480
H -0.5531 -0.8789 -4.6146
H -0.4719 -2.2426 -6.8224
H 1.1132 -2.8714 -6.9943
H 0.7248 -1.0836 -6.5455
H 2.3437 -3.3331 -5.1129
H 1.6600 -3.5061 -3.4821
H 1.1438 -4.5458 -4.8388
C -0.8846 3.9518 0.3361
O -1.3524 3.4270 1.3401
N -0.2226 5.1502 0.1768
C 0.3124 5.5033 -1.1022
C -0.3047 6.1720 1.2106
H -0.9086 3.3571 -0.5901
H 1.3204 5.9159 -1.0594
H -0.3520 6.2815 -1.4780
H 0.2813 4.5879 -1.6931
H 0.7103 6.4701 1.4733
H -0.7283 7.0099 0.6570
H -0.8346 5.9770 2.1430
C 0.7482 2.0188 -2.8795
O 1.8198 2.5830 -2.8919
N -0.3451 2.4043 -3.5989
C -0.3216 3.5192 -4.5702
C -1.5908 1.6708 -3.4508
H 0.5157 1.1465 -2.2493
H 0.7182 3.8229 -4.6909
H -0.9287 4.4104 -4.4110
H -0.4626 3.1022 -5.5674
H -1.9898 1.3911 -4.4258
H -1.5846 0.6532 -3.0601
H -2.3111 2.2828 -2.9081
C 4.8298 -0.1399 2.4245
O 5.8875 0.2196 2.8480
N 4.0595 -1.1575 2.9437
C 2.7921 -1.4164 2.3867
C 4.3222 -1.9966 4.1143
H 4.3534 0.3679 1.5716
H 2.0366 -1.2131 3.1456
H 2.5457 -2.4596 2.1888
H 2.6477 -1.0079 1.3865
H 4.5253 -3.0036 3.7499
H 5.3790 -1.8461 4.3350
H 3.5571 -1.9127 4.8862
C 2.8281 -0.2330 -1.1730
O 2.2161 -1.2999 -1.1879
N 4.1395 -0.0978 -1.5398
C 4.8712 1.1298 -1.2257
C 5.0033 -1.1300 -2.1611
H 2.4389 0.6118 -0.5840
H 5.7260 0.9532 -0.5728
H 4.2057 1.9061 -0.8480
H 5.2810 1.5297 -2.1532
H 5.8569 -1.2368 -1.4918
H 4.6014 -2.1331 -2.3044
H 5.3534 -0.7617 -3.1254
C -5.7611 -0.6764 1.8876
O -6.8737 -0.2848 1.7654
N -5.3759 -1.2175 3.0429
C -6.3186 -1.5671 4.0051
C -4.0013 -1.7030 3.3476
H -4.9567 -0.5334 1.1496
H -7.2402 -1.9832 3.5982
H -6.5136 -0.6605 4.5779
H -5.9783 -2.3779 4.6493
H -3.8274 -2.7474 3.0887
H -3.2806 -1.0128 2.9091
H -3.7701 -1.6115 4.4089
C -2.8311 -2.0240 -0.9896
O -2.0946 -2.9536 -0.7806
N -3.9003 -1.9570 -1.7598
C -4.6284 -0.7210 -2.0270
C -4.6263 -3.1470 -2.2892
H -2.4873 -1.0274 -0.6719
H -5.5824 -0.7873 -1.5041
H -4.8337 -0.5887 -3.0893
H -4.1193 0.2126 -1.7877
H -4.5764 -3.1751 -3.3777
H -4.3231 -4.0785 -1.8113
H -5.6423 -3.2094 -1.8994
*
```



No. 3
Density functional theory data (ωB97M-V/def2-TZVPD) for a cluster of 7 separate species, C27H64ClN4O10 in total in a non-equilibrium geometry.

Results
E ... -2498.197404 Ha

ORCA input file:
```
! wB97M-V def2-TZVPD RIJCOSX def2/J DEFGRID3
* xyz 0 2
Cl 0.3865 0.8298 -0.0675
O -0.1600 0.0301 -1.1622
O 1.3916 0.0593 0.6544
O 0.8913 2.1026 -0.5025
O -0.6233 1.1347 0.8069
C 2.7978 2.4603 3.1769
C 2.7488 4.0104 3.2555
C 4.0405 4.7104 3.7429
O 5.2141 3.9902 3.1910
C 6.4554 4.4069 3.5347
N 2.3497 4.5056 1.9496
H 1.8444 2.0408 2.8559
H 2.9314 2.0400 4.1737
H 3.6355 2.0732 2.5969
H 2.0506 4.3389 4.0254
H 4.1194 4.5716 4.8211
H 4.2467 5.7614 3.5403
H 7.2341 3.6791 3.3069
H 6.5927 4.7147 4.5712
H 6.7831 5.2155 2.8812
H 2.9564 4.1202 1.2401
H 2.4340 5.4997 2.1065
C -1.7230 -1.3927 4.8794
C -0.5129 -0.3960 4.7869
C 0.6743 -1.2619 4.2694
O 0.8728 -2.4957 4.9295
C 1.7058 -3.4578 4.2311
N -0.7775 0.8167 3.9763
H -2.7029 -0.9323 5.0057
H -1.4999 -2.0876 5.6890
H -1.9256 -1.9531 3.9667
H -0.1458 -0.0800 5.7633
H 1.5439 -0.6054 4.3010
H 0.4814 -1.4526 3.2137
H 2.7057 -3.0347 4.1347
H 1.3158 -3.7357 3.2519
H 1.6442 -4.3775 4.8127
H -0.1817 1.5823 4.2572
H -0.4426 0.6442 3.0391
C -3.2116 5.0748 -2.4689
C -3.6689 4.4303 -1.2056
C -3.4803 2.8733 -1.1348
O -3.8520 2.3428 -2.3900
C -3.1666 1.1712 -2.7270
N -2.8914 5.0686 -0.0959
H -3.4711 6.1329 -2.5047
H -3.6138 4.7760 -3.4369
H -2.1392 5.0137 -2.6544
H -4.7232 4.6485 -1.0357
H -4.0271 2.3703 -0.3372
H -2.4116 2.7340 -0.9717
H -2.1283 1.3677 -2.9943
H -3.6681 0.6004 -3.5085
H -3.3674 0.4441 -1.9403
H -3.3112 4.6021 0.6955
H -3.0404 6.0433 0.1226
C -2.6095 -2.9746 -0.3447
C -1.7787 -4.2220 -0.1307
C -2.2122 -5.1489 -1.3931
C -1.1409 -6.1177 -1.7382
C 0.2938 -5.5590 -1.9532
C 0.7201 -4.7631 -0.6477
N -0.3202 -3.8412 -0.2469
O 0.0087 -2.8397 0.6270
C 1.1197 -5.6633 0.5091
C 1.9356 -3.9382 -1.0748
C -2.0981 -4.7975 1.2730
H -3.5603 -3.1829 -0.8353
H -2.2504 -2.3411 -1.1557
H -2.8004 -2.3724 0.5436
H -3.1459 -5.6707 -1.1831
H -2.5281 -4.6166 -2.2903
H -1.4191 -6.5070 -2.7175
H -1.0782 -7.0164 -1.1247
H 0.4340 -5.0202 -2.8903
H 1.0252 -6.3643 -2.0209
H 0.3735 -6.4416 0.6695
H 2.0963 -6.1089 0.3200
H 1.2531 -5.2101 1.4914
H 2.3446 -3.3704 -0.2391
H 2.7198 -4.4844 -1.5989
H 1.6430 -3.1724 -1.7931
H -3.1704 -4.9718 1.3615
H -1.5790 -4.2342 2.0485
H -1.7068 -5.8059 1.1389
H 0.0967 -2.0869 0.0378
C 1.7719 3.9624 -3.1144
C 0.7977 4.6067 -4.1388
O 0.7397 5.7909 -4.3136
C -0.1497 3.6634 -4.8467
H 1.8764 4.6835 -2.3037
H 2.7795 3.9734 -3.5301
H 1.4874 2.9532 -2.8166
H 0.3255 2.6976 -5.0186
H -0.2978 4.1323 -5.8195
H -1.0710 3.5053 -4.2860
C 0.4582 -0.1530 -4.4299
C -0.8161 -0.6230 -5.0652
O -1.2332 -0.0946 -6.0822
C -1.5115 -1.7505 -4.3336
H 0.0654 0.5755 -3.7206
H 1.1436 0.2895 -5.1528
H 0.9586 -0.9834 -3.9318
H -1.0125 -1.9852 -3.3933
H -1.6173 -2.7187 -4.8230
H -2.5418 -1.4516 -4.1405
*
```



No. 4
Density functional theory data (ωB97M-V/def2-TZVPD) for a structure of composition C27H70I2N9O6P3 in a non-equilibrium geometry.

Results
E ... -3633.725103 Ha

ORCA input file:
```
! wB97M-V def2-TZVPD RIJCOSX def2/J DEFGRID3
* xyz 0 1
C 1.2496 2.6632 -2.7918
C 0.0534 1.7589 -3.4682
C -0.3289 0.3960 -2.6406
C -0.7380 0.6460 -1.0620
C -1.8117 -0.5194 -0.5520
O -3.1528 0.0364 -0.7810
C -3.9491 -0.7721 -1.7148
O -3.5104 -1.3980 -2.8094
O -5.4061 -0.8743 -1.4316
C -6.1729 0.1191 -2.2089
I -6.5381 -0.4891 -4.3082
C -5.5835 1.6482 -2.1449
C -6.8642 2.7236 -2.1361
I -4.3044 2.2229 -3.8261
H 1.0732 3.7774 -3.1800
H 2.2854 2.3322 -3.2578
H 1.2475 2.6745 -1.6197
H 0.4322 1.4142 -4.5363
H -0.9123 2.4324 -3.6118
H 0.5193 -0.4275 -2.6384
H -1.2820 -0.0719 -3.1660
H -1.2235 1.7280 -1.0205
H 0.1714 0.6679 -0.3247
H -1.6596 -0.5783 0.6262
H -1.6181 -1.5721 -1.0229
H -7.2567 0.1582 -1.7109
H -5.0005 1.8428 -1.1466
H -6.4811 3.6577 -1.5376
H -7.7614 2.2743 -1.5100
H -7.1307 2.9416 -3.2590
O 3.2286 0.0248 -1.7354
P 4.1995 -1.0915 -1.2786
N 5.2852 0.0624 -0.7097
C 6.6672 0.3600 -1.0005
C 4.8843 0.7348 0.5275
N 4.4281 -1.6540 -2.8782
C 5.5450 -1.3554 -3.7578
C 3.2071 -1.6812 -3.7023
N 5.3156 -2.3748 -0.7534
C 4.9340 -2.9081 0.5568
C 6.7247 -2.6123 -0.9782
H 7.3301 -0.0233 -0.2193
H 6.8324 1.4432 -1.0562
H 7.0157 -0.0297 -1.9521
H 5.1558 0.1354 1.4013
H 3.8009 0.9000 0.5608
H 5.3416 1.7251 0.6324
H 5.9495 -0.3563 -3.6078
H 5.2763 -1.4038 -4.8226
H 6.3267 -2.1078 -3.6579
H 2.9893 -0.7092 -4.1495
H 2.3350 -1.9761 -3.1083
H 3.2925 -2.4159 -4.5124
H 5.3593 -2.3004 1.3637
H 5.2740 -3.9430 0.6831
H 3.8477 -2.9121 0.6732
H 7.3357 -2.2860 -0.1291
H 7.1379 -2.1414 -1.8639
H 6.8983 -3.6875 -1.1072
O 7.1064 1.9291 2.2637
P 8.6110 2.1516 2.5537
N 8.6041 0.8788 3.6555
C 8.9326 0.7714 5.0568
C 8.5343 -0.4569 3.0600
N 8.3380 3.7218 3.1761
C 8.2443 4.1028 4.5748
C 7.3464 4.5164 2.4307
N 10.3407 2.4073 2.8870
C 11.1789 1.7533 1.8789
C 11.0979 2.5741 4.1082
H 9.9203 0.3237 5.2012
H 8.2122 0.1310 5.5810
H 8.9149 1.7159 5.5918
H 9.5283 -0.8010 2.7597
H 7.8958 -0.4654 2.1688
H 8.1044 -1.1976 3.7436
H 7.8041 3.3273 5.1985
H 7.6210 4.9939 4.7351
H 9.2190 4.4012 4.9596
H 6.3228 4.2924 2.7378
H 7.4180 4.3293 1.3535
H 7.5148 5.5913 2.5699
H 11.3527 0.7029 2.1385
H 12.1498 2.2533 1.7789
H 10.7009 1.7842 0.8969
H 11.5858 1.6431 4.4182
H 10.5292 2.9312 4.9602
H 11.8893 3.3165 3.9492
O -13.5936 -2.3493 -1.0261
P -12.0890 -2.1268 -0.7361
N -12.0959 -3.3996 0.3658
C -11.7674 -3.5070 1.7670
C -12.1657 -4.7354 -0.2297
N -12.3620 -0.5567 -0.1136
C -12.4557 -0.1756 1.2850
C -13.3536 0.2380 -0.8591
N -10.3593 -1.8711 -0.4027
C -9.5211 -2.5251 -1.4109
C -9.6021 -1.7043 0.8184
H -10.7797 -3.9547 1.9114
H -12.4878 -4.1474 2.2913
H -11.7851 -2.5625 2.3020
H -11.1717 -5.0794 -0.5300
H -12.8042 -4.7438 -1.1209
H -12.5956 -5.4760 0.4539
H -12.8959 -0.9512 1.9088
H -13.0790 0.7155 1.4453
H -11.4810 0.1228 1.6698
H -14.3772 0.0140 -0.5520
H -13.2820 0.0509 -1.9362
H -13.1852 1.3129 -0.7199
H -9.3473 -3.5756 -1.1513
H -8.5502 -2.0251 -1.5109
H -9.9991 -2.4942 -2.3928
H -9.1142 -2.6353 1.1284
H -10.1708 -1.3472 1.6705
H -8.8107 -0.9619 0.6595
*
```